(1)
The following is a quantum chemistry calculation of C24H27N3O4 in the gas phase, from OMol25.

Computed properties:
Charge ... 0
SMILES ... C=CCNC(=O)[C@@H]1CC(=O)N(c2ccc(OCC(=O)Nc3c(C)cccc3C)cc2)C1
Total energy ... -1396.021555 hartree
Kohn-Sham gap ... 0.3285 Ha
E_LUMO ... 0.61 eV
Energy above the lowest of the compared OMol25 structures with the same formula, charge and spin ... 0.821 eV

Last column: Mulliken charge in e.
Element x y z (Å)
O (1.219, 4.699, 2.436)  -0.651
O (-1.589, -3.598, -1.811)  -0.662
O (2.629, -3.173, -3.866)  -0.676
O (0.014, 1.475, 1.583)  -0.120
N (1.761, -4.943, -4.957)  -0.189
N (-0.723, 3.586, 2.868)  -0.078
N (0.603, -3.304, -1.198)  0.273
C (-1.224, 6.334, 2.086)  -1.518
C (1.872, -3.988, -1.360)  -0.957
C (0.130, -5.198, -2.463)  -0.938
C (1.307, 0.121, 0.009)  -0.793
C (-0.431, -3.944, -1.797)  0.437
C (-1.589, 5.801, 3.434)  0.913
C (0.753, -4.029, -7.018)  0.002
C (0.231, 0.332, 0.862)  0.574
C (0.492, 3.738, 2.309)  -0.002
C (-0.722, -0.674, 1.018)  -0.630
C (-1.478, 2.524, 5.363)  -1.513
C (-0.421, -3.805, -6.458)  -0.743
C (1.427, -1.079, -0.670)  -0.263
C (1.634, -4.934, -2.540)  0.053
C (-0.596, -1.870, 0.347)  -0.564
C (-1.737, 3.962, 5.022)  1.045
C (2.002, -4.434, -6.287)  -0.715
C (-2.203, 6.622, 4.373)  -0.788
C (2.048, -4.236, -3.846)  0.294
C (-2.358, 4.808, 5.927)  -0.825
C (-1.345, 4.471, 3.780)  0.289
C (0.485, -2.086, -0.504)  0.056
C (-2.582, 6.135, 5.609)  -0.789
C (0.917, 2.548, 1.440)  -0.222
H (-1.344, -2.637, 0.466)  0.380
H (-3.059, 6.788, 6.324)  0.383
H (1.239, -5.802, -4.885)  0.338
H (-0.431, 2.272, 5.198)  0.314
H (-0.142, 6.440, 2.010)  0.290
H (-2.659, 4.425, 6.891)  0.355
H (-1.558, -0.499, 1.677)  0.414
H (-2.086, 1.862, 4.745)  0.324
H (2.252, -1.212, -1.351)  0.396
H (2.676, -3.287, -1.590)  0.375
H (2.540, -5.191, -6.870)  0.401
H (0.956, 2.896, 0.398)  0.415
H (2.055, 0.882, -0.145)  0.436
H (2.224, -5.850, -2.452)  0.601
H (-1.542, 5.646, 1.303)  0.324
H (0.887, -3.911, -8.084)  0.332
H (-1.275, -3.504, -7.039)  0.288
H (1.932, 2.261, 1.744)  0.385
H (-1.135, 2.667, 2.777)  0.249
H (2.121, -4.534, -0.442)  0.320
H (-1.687, 7.302, 1.918)  0.448
H (2.653, -3.561, -6.173)  0.303
H (-0.359, -5.364, -3.421)  0.394
H (-0.580, -3.889, -5.396)  0.111
H (-0.091, -6.052, -1.819)  0.366
H (-2.391, 7.656, 4.122)  0.370
H (-1.721, 2.332, 6.405)  0.393



(2)
The following is a quantum chemistry calculation of 7 unconnected molecules or ions with the total composition C10H30Cl2N12O9 in a non-equilibrium geometry, from OMol25.

Computed properties:
Charge ... 0
SMILES ... C[C@H](Cl)COC(=O)OCl.NC(N)=O.NC(N)=O.NC(N)=O.NC(N)=O.NC(N)=O.NC(N)=O
Total energy ... -2653.874026 hartree
Kohn-Sham gap ... 0.3136 Ha
E_LUMO ... -0.64 eV

Last column: Mulliken charge in e.
Element x y z (Å)
Cl (2.297, -2.442, -4.440)  0.023
Cl (5.276, 1.524, -3.145)  -0.188
O (-2.377, 0.232, 2.107)  -0.710
O (0.028, -1.806, -0.992)  -0.894
O (2.359, -0.560, -6.690)  -0.476
O (2.323, -0.755, -4.407)  -0.245
O (-2.991, 2.165, -2.106)  -0.704
O (-2.109, -4.429, 2.805)  -0.784
O (-4.744, -2.603, 6.989)  -0.680
O (3.591, 0.803, -5.345)  -0.265
O (1.519, 3.046, 3.826)  -0.644
N (-1.826, 0.345, 4.306)  -0.427
N (-3.230, -3.197, 5.403)  -0.279
N (2.896, 4.323, 2.553)  -0.396
N (-1.581, -0.220, -0.671)  -0.072
N (1.433, 2.818, 1.574)  -0.297
N (-0.786, -3.117, 1.500)  -0.228
N (-2.265, -4.592, 0.549)  -0.365
N (-3.714, 4.308, -2.231)  -0.422
N (-5.340, -4.114, 5.401)  -0.350
N (-0.190, 0.227, 2.673)  -0.382
N (-3.795, 3.149, -0.230)  -0.345
N (-0.269, -0.188, -2.550)  -0.244
C (-4.452, -3.259, 6.000)  0.580
C (5.939, 1.271, -4.781)  0.320
C (-1.524, 0.265, 2.984)  0.709
C (1.921, 3.377, 2.722)  0.596
C (7.253, 0.487, -4.680)  -1.341
C (-0.579, -0.800, -1.372)  0.704
C (-3.471, 3.148, -1.555)  0.680
C (4.963, 0.473, -5.645)  -0.650
C (2.754, -0.216, -5.608)  0.646
C (-1.737, -4.064, 1.693)  0.643
H (-2.975, -3.724, 4.582)  0.265
H (5.128, -0.593, -5.465)  0.389
H (-2.971, -5.294, 0.645)  0.208
H (7.159, -0.265, -3.897)  0.394
H (-2.051, 0.606, -1.003)  0.198
H (-0.390, -2.690, 2.316)  0.138
H (0.478, -0.577, -3.094)  0.158
H (3.242, 4.606, 1.657)  0.158
H (-3.487, 4.327, -3.207)  0.225
H (-1.976, -4.301, -0.367)  0.175
H (-2.554, -2.585, 5.814)  0.159
H (-5.113, -4.655, 4.588)  0.180
H (-0.762, 0.621, -2.882)  0.139
H (5.141, 0.709, -6.696)  0.262
H (0.046, 0.133, 1.701)  0.197
H (-0.475, -2.825, 0.582)  0.238
H (-1.131, 0.407, 5.026)  0.170
H (-4.109, 5.123, -1.804)  0.159
H (6.142, 2.242, -5.228)  0.345
H (-2.798, 0.367, 4.557)  0.233
H (7.438, -0.020, -5.632)  0.336
H (0.714, 2.128, 1.692)  0.232
H (1.757, 3.050, 0.655)  0.154
H (-6.252, -4.188, 5.808)  0.202
H (8.085, 1.153, -4.466)  0.355
H (3.273, 4.744, 3.380)  0.230
H (-3.626, 2.309, 0.295)  0.195
H (0.544, 0.268, 3.357)  0.160
H (-1.864, -0.618, 0.211)  0.066
H (-4.188, 3.942, 0.240)  0.164



(3)
The following is a quantum chemistry calculation of a molecular structure, C3H4F2IN in a non-equilibrium geometry, from OMol25.

Computed properties:
Charge ... 0
Total energy ... -668.820485 hartree
Kohn-Sham gap ... 0.3471 Ha
E_LUMO ... -0.06 eV
Energy above the lowest of the compared OMol25 structures with the same formula, charge and spin ... 1.629 eV

Last column: Mulliken charge in e.
Element x y z (Å)
I (0.409, -2.663, 1.683)  0.007
F (1.422, 0.217, 1.701)  -0.195
F (1.990, -0.883, -0.065)  -0.206
N (-1.518, -0.715, -0.272)  -0.544
C (1.046, -0.687, 0.862)  0.387
C (-0.311, 1.292, -0.853)  -1.059
C (-0.536, -0.003, -0.087)  0.522
H (-1.555, -1.533, 0.357)  0.194
H (-1.263, 1.566, -1.306)  0.346
H (-0.030, 2.253, -0.262)  0.289
H (0.346, 1.155, -1.760)  0.258